This record from the Open Molecules 2025 dataset describes a structure of composition C37H25BaF2N4O6S3Sb. The level of theory is the ωB97M-V functional and the def2-TZVPD basis.

Atoms and positions in Å:
Ba -0.55933 0.33146 2.82776
F -0.65971 5.53967 6.26404
C -1.12522 4.94964 5.12411
C -0.51531 3.82001 4.62866
C -0.96233 3.20016 3.45184
C -2.07075 3.79813 2.79897
C -2.67820 4.91938 3.36830
F -3.83232 5.46293 2.85618
C -2.22833 5.52335 4.52291
C -2.56283 3.20756 1.52257
C -3.10168 3.97930 0.48228
C -3.50145 3.37040 -0.69110
C -3.34363 1.99969 -0.83853
C -2.75817 1.31245 0.20915
N -2.39103 1.88853 1.35332
H 0.32089 3.41031 5.18826
H -2.73360 6.38214 4.94000
H -3.17047 5.04902 0.58715
H -3.92248 3.96581 -1.49381
H -3.62435 1.47136 -1.73989
H -2.54206 0.25365 0.10022
O -0.40815 -2.44856 2.40552
S 0.95865 -2.60679 2.90513
O 1.72216 -3.62078 2.21360
O 1.63745 -1.31169 2.99806
C 0.82104 -3.25002 4.60133
C 1.39627 -4.51199 4.75396
C 1.39514 -5.17785 5.96614
C 0.80985 -4.58167 7.06792
C 0.23320 -3.33158 6.93673
C 0.22183 -2.64607 5.72145
S -0.60421 -1.03195 5.82823
O -1.72105 -1.06448 4.87395
O -1.02791 -0.94871 7.20829
O 0.37406 -0.01138 5.44876
H 1.85159 -4.95822 3.88328
H 1.85372 -6.15685 6.04137
H 0.79737 -5.07980 8.03021
H -0.22967 -2.84981 7.78404
S -2.62714 -0.65216 -3.01393
Sb -0.42147 -0.53982 -3.43945
C 0.60317 1.24909 -3.07519
C 1.98353 1.33519 -3.22480
C 2.62618 2.53381 -2.94609
C 1.88996 3.62810 -2.51519
C 0.51285 3.53692 -2.37207
C -0.13699 2.34426 -2.65287
C 0.61996 -2.23761 -2.74734
C 1.82515 -2.19142 -2.06045
C 2.38418 -3.36879 -1.58130
C 1.75217 -4.58175 -1.80349
C 0.55269 -4.62633 -2.50149
C -0.02113 -3.45323 -2.96711
C -0.18954 -0.77057 -5.55208
C 0.95130 -0.34969 -6.22814
C 1.07086 -0.55664 -7.59677
C 0.05163 -1.18732 -8.29600
C -1.09176 -1.60180 -7.62756
C -1.21400 -1.38988 -6.26041
H 2.56749 0.46994 -3.51680
H 3.70402 2.59698 -3.00114
H 2.40336 4.54418 -2.25235
H -0.05485 4.38437 -2.00806
H -1.20350 2.25374 -2.50349
H 2.31633 -1.25395 -1.84022
H 3.29391 -3.32275 -0.99727
H 2.17961 -5.49292 -1.40428
H 0.04530 -5.57096 -2.65399
H -0.98560 -3.48054 -3.46288
H 1.74861 0.15545 -5.69644
H 1.96063 -0.22210 -8.11644
H 0.14589 -1.34902 -9.36316
H -1.89364 -2.08592 -8.17215
H -2.11697 -1.68530 -5.73662
N 4.33362 2.33758 -0.30767
C 3.57378 1.46079 -0.21899
N 2.82345 0.39511 -0.15891
C 1.53768 0.34810 -0.12446
N 0.38035 0.15007 -0.13328

Calculated values
Molar mass: 1014.91 g/mol
Gap between HOMO and LUMO: 0.2432 Eh
Charge: -2
Energy above the lowest of the compared OMol25 structures with the same formula, charge and spin: 18.69 kcal/mol
F_max: 0.5 eV/Å
HOMO energy: -0.107 Ha

=====

This record from the Open Molecules 2025 dataset describes a structure of composition C37H25FN5O7PZr. The level of theory is the ωB97M-V functional and the def2-TZVPD basis.

Atoms and positions in Å:
Zr 1.20211 -0.32741 -0.77638
O -0.02254 -1.63539 -1.60613
C -0.41375 -0.54511 -2.34419
C -1.87194 -0.20012 -2.22868
C -2.79126 -0.36309 -3.25791
C -4.12836 -0.04197 -3.06177
C -4.56791 0.43901 -1.83708
C -3.65781 0.61584 -0.80597
C -2.31476 0.30458 -0.99844
P -1.09635 0.65025 0.28979
C -1.45028 -0.41170 1.71439
C -2.32721 -1.48790 1.62465
C -2.52723 -2.31439 2.72419
C -1.85327 -2.07143 3.91092
C -0.96923 -1.00114 4.00210
C -0.76325 -0.17847 2.90801
C -1.39596 2.34728 0.85212
C -0.83161 3.44931 0.21309
C -1.16944 4.73334 0.61313
C -2.07075 4.93070 1.64860
C -2.63653 3.83845 2.29020
C -2.30342 2.55277 1.89633
H -2.48995 -0.76926 -4.21312
H -4.83356 -0.17613 -3.87014
H -5.60854 0.68650 -1.68545
H -3.99505 1.01667 0.14136
H -2.86637 -1.68357 0.70724
H -3.22442 -3.13730 2.65161
H -2.02710 -2.70565 4.76932
H -0.45665 -0.79881 4.93359
H -0.09251 0.67139 3.00196
H -0.12069 3.31318 -0.58832
H -0.72359 5.58355 0.11543
H -2.33213 5.93301 1.95734
H -3.33929 3.98626 3.09838
H -2.75246 1.71536 2.41438
O 2.80888 -2.80018 6.40737
N 2.76697 -3.33553 5.32636
O 2.77947 -4.52942 5.11317
C 2.74442 -2.44229 4.14415
C 3.43514 -1.29118 4.25843
C 3.48662 -0.38196 3.15033
C 4.21297 0.82231 3.19010
C 4.19380 1.66252 2.10617
C 3.42291 1.30236 0.99507
N 2.73737 0.16809 0.93152
C 2.77727 -0.68638 1.98880
C 2.04950 -1.92544 1.88237
N 1.37923 -2.14194 0.71789
C 0.69801 -3.27038 0.57981
C 0.63686 -4.23419 1.59177
C 1.28229 -4.01477 2.77782
C 2.02738 -2.82601 2.95316
H 3.94492 -1.05949 5.18340
H 4.77994 1.07512 4.07672
H 4.74176 2.59223 2.09763
H 3.34498 1.95378 0.13226
H 0.17329 -3.39862 -0.35837
H 0.06907 -5.13777 1.42590
H 1.23358 -4.74397 3.57103
F 1.18910 1.44778 -8.34960
C 0.90719 0.89888 -7.19252
C 0.88678 1.60098 -6.06014
N 0.58270 1.00905 -4.81602
C 0.71202 1.87159 -3.64080
C 1.49523 1.26770 -2.50621
O 2.25302 0.24876 -2.62626
O 1.39391 1.80949 -1.36591
C 0.24569 -0.28269 -4.77107
O -0.10961 -0.97548 -3.74523
N 0.25977 -0.99659 -5.90954
C 0.59873 -0.53702 -7.20778
O 0.59630 -1.26700 -8.14719
H 1.09873 2.65841 -6.03048
H -0.26832 2.18622 -3.27504
H 1.26180 2.75784 -3.96219
H -0.00659 -1.97339 -5.84143

Calculated values
Molar mass: 792.83 g/mol
Gap between HOMO and LUMO: 0.2665 Eh
Charge: +2
Energy above the lowest of the compared OMol25 structures with the same formula, charge and spin: 8.53 kcal/mol
F_max: 0.5 eV/Å
HOMO energy: -0.507 Ha

=====

This record from the Open Molecules 2025 dataset describes a structure of composition C37H26Cl5GeOPPtSe2 at a distorted geometry. The level of theory is the ωB97M-V functional and the def2-TZVPD basis.

Atoms and positions in Å:
Pt 0.11036 -0.85982 -1.50078
Cl 5.60673 4.63444 -1.66484
C 4.26661 3.71773 -2.28690
C 4.21656 2.32805 -2.15256
Cl 5.51856 1.51674 -1.33278
C 3.16930 1.59230 -2.67078
Cl 3.10058 -0.12638 -2.50833
C 2.06360 2.18990 -3.38428
O 1.12589 1.53454 -3.86564
C 2.16657 3.62854 -3.48688
Cl 0.87948 4.41491 -4.33521
C 3.21585 4.34949 -2.95636
Cl 3.25199 6.08007 -3.13142
Se -3.53522 0.56533 -1.56739
P -2.14529 -1.05204 -1.86731
Se 0.62972 -3.02516 -2.25066
C -2.66670 -2.42696 -0.76283
C -2.27973 -2.29109 0.57008
C -2.63723 -3.22771 1.52325
C -3.38872 -4.33750 1.15634
C -3.77947 -4.48444 -0.16544
C -3.42790 -3.53399 -1.11714
C -2.36162 -1.49346 -3.63353
C -3.51468 -2.09272 -4.13135
C -3.65001 -2.34597 -5.48948
C -2.65213 -1.95808 -6.37221
C -1.52932 -1.30006 -5.88909
C -1.37823 -1.07122 -4.52995
H -1.69250 -1.43023 0.86041
H -2.31635 -3.08969 2.54907
H -3.65943 -5.08447 1.89330
H -4.35969 -5.34864 -0.46805
H -3.73441 -3.69149 -2.14067
H -4.34155 -2.31915 -3.47138
H -4.54697 -2.83179 -5.85663
H -2.75809 -2.15156 -7.43359
H -0.75565 -0.96474 -6.56849
H -0.49526 -0.55617 -4.16703
C 0.39718 0.62304 -0.37291
Ge 0.62265 0.67952 1.54293
C 1.44744 -0.93326 2.29885
C 2.19842 -0.84347 3.47201
C 2.75257 -1.97505 4.05698
C 2.56595 -3.21945 3.46946
C 1.83198 -3.32280 2.29603
C 1.27906 -2.18855 1.71415
C 1.81046 2.16275 2.01494
C 1.42837 3.18579 2.87964
C 2.29414 4.23610 3.16645
C 3.55262 4.27696 2.58402
C 3.94615 3.26562 1.71589
C 3.08008 2.21903 1.43773
C -1.06899 0.91582 2.50246
C -1.19519 0.57723 3.85083
C -2.41826 0.68199 4.49984
C -3.53970 1.11187 3.79983
C -3.43029 1.44143 2.45690
C -2.20071 1.35124 1.81579
H 0.63177 1.58466 -0.85156
H 2.36638 0.12693 3.92976
H 3.33915 -1.88375 4.96434
H 2.99871 -4.10446 3.92231
H 1.69071 -4.28499 1.81764
H 0.72761 -2.29320 0.78527
H 0.44083 3.16758 3.32953
H 1.97902 5.02954 3.83489
H 4.22508 5.09981 2.79735
H 4.91679 3.30082 1.23826
H 3.39582 1.44145 0.74892
H -0.33196 0.21340 4.39938
H -2.50180 0.40764 5.54560
H -4.50022 1.17265 4.29911
H -4.30190 1.74008 1.88732
H -2.14559 1.57848 0.75662

Calculated values
Molar mass: 1120.46 g/mol
Gap between HOMO and LUMO (alpha / beta): 0.2036 / 0.2069 Eh
Charge: -2
Energy above the lowest of the compared OMol25 structures with the same formula, charge and spin: 5.45 kcal/mol
F_max: 1.2 eV/Å
HOMO energy (alpha / beta): -0.068 / -0.071 Ha